Here is a 10-piece molecular cluster, C31H64O11 overall from the OMol25 dataset. Energies are from ωB97M-V/def2-TZVPD.

XYZ file:
```
106
Properties=species:S:1:pos:R:3:forces:R:3
C -3.58160 -4.65508 -0.90341 0.3 -1.3 0.3
O -3.54400 -3.68285 0.09753 -0.6 0.0 0.3
C -2.59570 -4.09100 1.06779 0.8 1.8 0.7
C -2.78520 -3.26900 2.38396 1.3 -1.1 -0.6
O -3.95599 -3.73013 3.01284 0.1 0.3 1.0
C -4.00586 -3.34094 4.39237 0.3 0.6 -0.5
H -3.96866 -5.59976 -0.45557 0.3 0.3 -0.3
H -2.52762 -4.85190 -1.22713 -0.8 0.0 -0.4
H -4.26969 -4.41430 -1.71399 0.3 0.5 0.0
H -1.61830 -3.76951 0.62484 -0.2 -0.7 0.6
H -2.62739 -5.17575 1.24887 -0.1 0.3 0.0
H -2.69635 -2.20390 2.12499 -0.8 -0.2 0.2
H -1.90824 -3.44432 3.07339 -0.5 -0.1 -0.7
H -4.87508 -3.78595 4.84732 -0.2 -0.4 0.1
H -4.12067 -2.26284 4.46147 -0.2 0.4 -0.1
H -3.09409 -3.53757 4.99169 -0.2 -0.5 -0.6
C 3.41547 2.66359 2.72243 0.0 1.7 0.2
C 3.69925 3.10903 1.29680 -0.1 -0.9 -0.5
O 3.83479 2.28729 0.40160 -0.1 0.3 0.8
C 3.80252 4.56665 0.96781 0.6 0.5 0.4
H 4.33473 2.83771 3.32114 -0.4 -0.5 -0.3
H 3.04257 1.65481 2.74356 0.2 -0.4 0.1
H 2.67440 3.34338 3.20175 0.3 -0.4 -0.5
H 3.87324 5.19905 1.88367 -0.3 -0.3 -0.8
H 2.94949 4.81035 0.33003 -0.1 0.2 0.3
H 4.69089 4.73037 0.33605 -0.3 -0.1 0.3
C 2.47750 1.98502 -2.25783 -1.2 -1.3 -0.2
C 3.88606 2.30862 -2.51658 1.2 1.8 1.0
O 4.16155 3.48940 -2.71962 0.2 -1.3 -0.3
C 4.95670 1.25611 -2.25986 -0.2 0.2 -1.4
H 2.33244 1.05565 -1.68186 0.0 0.5 -0.2
H 1.90042 1.91829 -3.17210 0.1 -0.5 -0.6
H 2.00722 2.83724 -1.81936 -0.1 0.5 0.9
H 5.93036 1.72982 -2.35317 0.1 0.0 -0.2
H 4.84333 0.43331 -3.00746 0.2 0.4 0.7
H 4.87262 0.90844 -1.24267 -0.3 -0.4 0.2
C 5.20766 -0.49281 2.08897 -0.1 -0.5 -0.3
C 4.20602 -1.51452 1.61798 0.4 -1.7 0.1
O 3.33502 -1.98927 2.32899 0.5 0.8 -0.5
C 4.43857 -2.07419 0.20917 -1.8 -0.4 0.2
H 4.79990 0.46117 1.77957 0.2 0.5 0.1
H 6.15012 -0.66860 1.57669 0.1 0.2 -0.1
H 5.39709 -0.57543 3.15253 -0.3 0.2 0.2
H 3.89782 -1.44419 -0.50296 0.2 0.2 -0.1
H 3.90603 -3.04658 0.11522 0.5 0.5 0.2
H 5.45997 -2.17005 -0.10792 0.5 0.1 0.1
C -1.17114 0.01045 -4.23726 -0.7 0.3 -0.8
C -2.03142 0.44559 -5.43739 1.2 -1.1 -0.7
O -1.94295 -0.16658 -6.49670 -0.2 0.6 1.1
C -2.91425 1.63076 -5.29941 -0.6 0.8 -1.4
H -0.62510 -0.88007 -4.53735 0.3 0.2 0.0
H -1.81907 -0.25452 -3.42020 -0.4 0.0 0.4
H -0.54702 0.83782 -3.88839 0.1 -0.2 -0.2
H -3.80862 1.39107 -4.73990 -0.3 -0.2 0.2
H -3.19469 1.97814 -6.32986 0.1 -0.4 1.0
H -2.46237 2.47505 -4.80002 0.4 0.1 0.3
C 1.91081 -2.54742 -4.22210 -0.7 0.0 0.2
C 1.42131 -2.57670 -2.77320 1.2 1.2 1.3
O 2.01846 -1.93097 -1.88834 -1.7 -1.6 -1.9
C 0.17913 -3.46356 -2.53721 1.0 0.4 0.0
H 2.83131 -1.98113 -4.39008 -0.1 -0.3 0.4
H 1.11764 -2.05133 -4.78932 0.0 0.0 -0.1
H 1.95071 -3.56241 -4.63717 0.2 0.2 0.1
H -0.33392 -3.31614 -1.59324 0.2 0.3 0.2
H 0.58028 -4.48305 -2.51873 -0.3 0.0 -0.3
H -0.52929 -3.32721 -3.35339 0.1 -0.2 -0.1
C -0.82132 5.45966 1.61454 -0.4 0.4 -1.2
C -0.66197 4.07400 0.97747 -2.6 1.1 1.3
O 0.36970 3.50037 1.04468 2.4 -1.0 -0.1
C -1.87063 3.42274 0.37737 -0.2 0.2 -0.8
H 0.10827 5.63245 2.13923 0.0 0.5 0.1
H -1.70228 5.65362 2.24296 0.3 -0.8 0.1
H -1.01761 6.20100 0.79681 0.7 -0.5 0.5
H -1.51475 2.60523 -0.25003 -0.2 -0.3 0.3
H -2.32499 4.14442 -0.31247 -0.4 -0.1 0.3
H -2.60832 3.08252 1.13580 0.5 0.3 -0.5
C -5.58120 -1.54716 -1.17843 0.6 1.4 -2.1
C -4.63007 -0.31400 -1.25028 0.6 -0.2 0.5
O -4.14401 0.05341 -2.30164 -0.2 -0.2 0.4
C -4.40612 0.48792 0.06249 -1.2 -0.4 -0.9
H -6.55686 -1.08247 -0.98277 0.0 -0.5 0.1
H -5.32004 -2.30655 -0.45737 0.1 0.1 0.3
H -5.55509 -1.94452 -2.23566 -0.3 0.2 1.2
H -3.36761 0.56686 0.42537 -0.5 0.0 -0.5
H -5.00902 -0.06225 0.77486 0.1 0.2 0.7
H -4.92631 1.46089 -0.11454 0.8 -0.5 0.3
C -0.80326 -0.24963 -1.03548 0.6 -0.2 -0.2
C -0.47057 -0.47059 0.41763 0.2 0.9 0.0
O -1.35726 -0.78415 1.18178 -0.1 -0.1 0.2
C 0.93159 -0.21509 0.89348 0.0 0.1 -0.4
H -1.74125 0.30092 -1.08792 0.0 -0.1 -0.2
H -0.91986 -1.24769 -1.47855 -0.3 0.3 0.0
H -0.00802 0.24845 -1.61300 -0.3 -0.1 0.4
H 1.60486 -0.66336 0.15342 0.1 0.0 0.3
H 1.04705 -0.66153 1.88101 0.2 0.1 -0.1
H 1.13821 0.88112 0.90741 -0.2 -0.6 0.0
C 1.09615 -0.17997 4.87425 -0.3 0.2 -0.4
C -0.06424 0.80534 4.96304 0.6 -0.9 0.8
O -0.80425 0.79724 5.91295 -0.3 0.0 0.4
C -0.23291 1.70405 3.82430 -1.3 2.0 -0.6
H 1.41250 -0.43999 5.88104 0.1 0.0 -0.1
H 1.91309 0.22033 4.25488 -0.2 -0.3 0.3
H 0.71553 -1.08678 4.38043 0.2 0.2 0.1
H -0.95698 2.54328 3.99941 0.1 -1.2 0.1
H -0.55743 1.10909 2.96769 0.3 0.2 -0.2
H 0.65814 2.27817 3.64356 0.8 -0.3 -0.6
```
Positions in Å, forces in eV/Å.

Summary:
Spin multiplicity: 1
Relative energy (zero: lowest compared OMol25 entry of this formula, charge and spin) in kJ/mol: 0.0
LUMO in eV: 0.41
SMILES: CC(C)=O.CC(C)=O.CC(C)=O.CC(C)=O.CC(C)=O.CC(C)=O.CC(C)=O.CC(C)=O.CC(C)=O.COCCOC
Orbital gap in hartree: 0.3575